Entry 1:
Here is an isolated molecule of C4H8INO3 in a non-equilibrium geometry from the Open Molecules 2025 dataset. Energies are from the ωB97M-V functional and the def2-TZVPD basis.

```
17
C4H8INO3 (the ωB97M-V functional and the def2-TZVPD basis)
C -0.97762 -0.08680 1.07612
C 0.31470 -0.76477 0.60800
O 1.08316 -1.14492 1.67536
C 1.24867 0.41913 -0.32976
C 0.64898 0.48297 -1.65928
I 3.35706 -0.19175 -0.10974
N 1.16419 1.59235 0.55123
O 1.49431 1.40442 1.69799
O 0.71891 2.62316 0.12194
H -0.92215 0.24672 2.01351
H -1.12956 0.67848 0.34351
H -1.74307 -0.77388 1.10931
H 0.34924 -1.71664 0.12789
H 1.34867 -0.58671 2.38812
H -0.16013 1.09386 -1.57884
H 1.43472 0.80550 -2.49374
H 0.34074 -0.45625 -2.08334
```

As for the energy above the lowest of the compared OMol25 structures with the same formula, charge and spin: 94.7 kcal/mol. Its spin multiplicity is 1. The SMILES is C[C@H](O)[C@](C)(I)[N+](=O)[O-]. The value obtained for the LUMO energy is -0.563 eV. The gap between HOMO and LUMO comes out at 9.018 eV. The energy is -20006.1518 eV. The HOMO energy comes out at -9.581 eV. As for the maximum force: 5.2 eV/A.

***

Entry 2:
Here is a structure of composition C28H49N2O2P3Ru in a non-equilibrium geometry from the Open Molecules 2025 dataset. Energies are from the ωB97M-V functional and the def2-TZVPD basis.

```
85
C28H49N2O2P3Ru (the ωB97M-V functional and the def2-TZVPD basis)
Ru 0.31343 0.23118 -0.48252
P 1.95863 0.79717 0.91196
P -0.72776 1.86212 -1.63179
P 1.60988 -0.47889 -2.11116
H -1.81072 -1.49867 -0.12018
C -0.76745 -1.65497 -0.42344
C 0.20348 -1.64955 0.64141
H -0.18791 -1.49690 1.65538
C 1.37995 0.91816 2.63476
C 2.50229 2.45801 0.43858
C 3.44722 -0.24899 1.03324
C -2.07148 0.91035 -2.42571
C -1.63193 3.00620 -0.55811
C 0.11511 2.92162 -2.84563
C 2.38622 -2.11860 -1.87742
C 3.02433 0.54811 -2.65586
C 0.70227 -0.76863 -3.67240
H -0.60530 -2.29748 -1.29717
H 1.08995 -2.28921 0.57719
H 0.90351 -0.02229 2.93974
H 0.64550 1.72570 2.72852
H 2.22007 1.12268 3.31125
H 1.63903 3.13614 0.41692
H 2.96221 2.43864 -0.55721
H 3.23733 2.82068 1.16649
H 3.17195 -1.26301 1.35346
H 4.12511 0.18633 1.77964
H 3.97618 -0.31039 0.07401
H -2.75946 1.59781 -2.93330
H -2.60609 0.35924 -1.63764
H -1.68127 0.18684 -3.15453
H -2.40989 3.52376 -1.13765
H -0.93186 3.74054 -0.13179
H -2.08996 2.42806 0.26013
H -0.56189 3.73849 -3.13706
H 0.40905 2.36255 -3.74409
H 1.01748 3.36628 -2.39776
H 2.96694 -2.34095 -2.78371
H 1.62053 -2.89310 -1.74407
H 3.06103 -2.12658 -1.01345
H 3.44519 0.08103 -3.55976
H 3.80925 0.59177 -1.89056
H 2.70837 1.56962 -2.90637
H 1.37442 -1.29634 -4.36468
H 0.37846 0.16627 -4.15036
H -0.17316 -1.40395 -3.48991
C -2.36536 -0.94797 -6.46716
C -3.46499 -1.20016 -7.31809
C -3.77262 -2.53500 -7.61824
C -2.97249 -3.57714 -7.11813
C -1.79631 -3.28579 -6.40880
C -1.45206 -1.95782 -6.14267
O -2.18671 0.23781 -5.79700
H -2.90717 0.85434 -6.02532
H -4.06390 -0.36731 -7.70117
H -4.64198 -2.77076 -8.24268
H -3.25070 -4.61921 -7.29877
H -1.12966 -4.07753 -6.05200
H -0.53636 -1.67861 -5.62643
C -3.31310 1.11339 6.17112
N -2.93575 1.50328 4.82706
N -2.71130 0.58148 3.87052
C -2.23372 1.21170 2.72348
O -1.85600 0.60118 1.69971
C -2.24162 2.60956 3.04954
C -2.63141 2.73299 4.35684
C -2.67054 3.93300 5.22493
C -2.74637 -0.81611 4.13531
C -3.95423 -1.36693 4.57750
C -3.97405 -2.69342 5.00209
C -2.80966 -3.46931 4.91319
C -1.62084 -2.91744 4.42359
C -1.59068 -1.58988 3.99902
H -2.54352 0.47921 6.64137
H -4.27586 0.58711 6.18150
H -3.41752 2.02551 6.75991
H -1.94556 3.38602 2.36999
H -3.69800 4.19565 5.51074
H -2.06487 3.79362 6.13317
H -2.25780 4.78511 4.67277
H -4.85725 -0.74513 4.57846
H -4.90298 -3.10806 5.39467
H -2.84065 -4.51903 5.21861
H -0.71213 -3.51703 4.36178
H -0.69625 -1.13625 3.56552
```

As for the total charge: +4. As for the energy above the lowest of the compared OMol25 structures with the same formula, charge and spin: 0.0 kcal/mol. Its spin multiplicity is 5. The value obtained for the LUMO energy (spin up / spin down) is -10.549 / -13.124 eV. The gap between HOMO and LUMO (spin up / spin down) comes out at 7.295 / 5.385 eV. The expectation value of S² is 6.0534. The energy is -67315.1159 eV. The HOMO energy (spin up / spin down) comes out at -17.844 / -18.509 eV. As for the maximum force: 2.4 eV/A.

***

Entry 3:
Here is a structure of composition CHF3MgNO3S2Tb in a non-equilibrium geometry from the Open Molecules 2025 dataset. Energies are from the ωB97M-V functional and the def2-TZVPD basis.

```
13
CHF3MgNO3S2Tb (the ωB97M-V functional and the def2-TZVPD basis)
Mg 1.46421 2.04291 1.11711
N -0.15798 -0.33876 -0.17280
S 1.39677 -0.47437 -0.57108
O 2.23410 0.74311 -0.08728
S -0.67559 0.71650 1.12091
O -1.87177 1.54011 0.22169
C 1.95789 -1.70822 0.73554
F 1.34182 -2.85891 0.52775
F 1.65533 -1.25640 1.94793
F 3.26571 -1.87550 0.64555
Tb -2.14536 0.36141 -1.56305
O -4.09613 1.09780 -1.90998
H -4.36900 2.01031 -2.01228
```

As for the total charge: +2. Its spin multiplicity is 7. The value obtained for the LUMO energy (spin up / spin down) is -10.121 / -9.901 eV. The gap between HOMO and LUMO (spin up / spin down) comes out at 7.097 / 7.336 eV. The expectation value of S² is 12.0736. The energy is -66369.2057 eV. The HOMO energy (spin up / spin down) comes out at -17.218 / -17.237 eV. As for the maximum force: 3.1 eV/A.

***

Entry 4:
Here is a structure of composition CH5O3P2S in a non-equilibrium geometry from the Open Molecules 2025 dataset. Energies are from the ωB97M-V functional and the def2-TZVPD basis.

```
12
CH5O3P2S (the ωB97M-V functional and the def2-TZVPD basis)
C 1.57781 0.54114 -0.18280
O -2.33836 -1.44759 -0.07091
O -2.91971 0.34766 1.54872
O -2.73917 0.88227 -0.90679
P -0.18717 0.53770 -0.19015
P 2.06522 -1.19585 0.19358
S -2.39719 -0.00614 0.21969
H 1.94261 1.29832 0.49159
H -0.58277 1.69220 -0.79633
H -0.50169 -0.22777 -1.19387
H 3.22386 -1.06869 -0.41716
H 2.85656 -1.35325 1.30443
```

As for the total charge: -1. As for the energy above the lowest of the compared OMol25 structures with the same formula, charge and spin: 37.8 kcal/mol. Its spin multiplicity is 1. The value obtained for the LUMO energy is 3.602 eV. The gap between HOMO and LUMO comes out at 7.700 eV. The energy is -36671.6307 eV. The HOMO energy comes out at -4.098 eV. As for the maximum force: 3.0 eV/A.